83
Properties=species:S:1:pos:R:3:forces:R:3 method="wB97M-V/def2-TZVPD" largest_force_ev_per_a=1.9 lumo_energy_ev="-3.44 / -3.42" e_tot_ha=-3041.0232 charge=+1 multiplicity=7
Tb 0.151653 -1.068061 -0.710185 -0.337 -0.125 -0.969
N -1.941182 -3.528633 -1.659034 -0.001 -0.328 0.126
C -1.166957 -3.313626 -2.806616 0.298 0.387 -0.111
C -1.274880 -4.195100 -3.884609 0.164 0.091 -0.125
C -0.464634 -4.012010 -4.990343 0.025 0.292 0.419
C 0.429652 -2.942872 -4.993546 -0.045 -0.055 0.052
C 0.460686 -2.110352 -3.897253 -0.112 0.096 0.110
N -0.307292 -2.277104 -2.801186 -0.396 -0.590 -0.723
C -2.769647 -2.553172 -1.085457 -0.505 0.445 0.020
C -4.006995 -2.929980 -0.556640 0.165 0.065 -0.029
C -4.839436 -1.954492 -0.043302 0.316 0.055 -0.146
C -4.429393 -0.626679 -0.090845 0.169 -0.096 -0.139
C -3.182913 -0.345435 -0.614148 -0.296 0.317 0.137
N -2.343986 -1.283727 -1.083371 0.156 -0.619 0.216
H -2.388172 -4.440784 -1.655165 0.192 0.219 -0.005
H -1.998577 -4.996970 -3.862785 -0.042 -0.028 0.071
H -0.532515 -4.670728 -5.840447 -0.027 -0.117 -0.073
H 1.087915 -2.770426 -5.830854 0.008 0.078 -0.023
H 1.133638 -1.258069 -3.871343 0.002 -0.040 -0.037
H -4.310333 -3.965207 -0.559647 -0.008 -0.133 -0.038
H -5.803431 -2.219785 0.361639 -0.069 -0.050 0.063
H -5.064382 0.161238 0.280654 0.040 0.112 -0.004
H -2.807788 0.669661 -0.661818 0.035 -0.069 0.109
N 1.945460 -3.035925 -1.056417 0.591 -0.059 0.459
C 2.131808 -2.595771 0.315631 0.586 -0.042 -0.202
C 2.496646 -1.245762 0.498711 0.252 -0.379 -0.009
C 2.611089 -0.749692 1.791813 0.312 -0.056 -0.343
C 2.448380 -1.593188 2.875347 0.018 0.716 0.631
C 2.133875 -2.924395 2.695261 0.031 -0.031 -0.213
C 1.955214 -3.432112 1.411971 -0.290 0.160 -0.103
S 2.547842 -0.794065 4.529678 -0.322 -0.590 -0.351
O 1.129944 -0.789480 4.867604 0.506 0.012 0.330
O 3.356349 -1.681723 5.329873 0.049 0.100 -0.181
O 3.103851 0.502832 4.204676 0.005 0.008 0.189
H 2.825259 -2.918912 -1.569367 -0.366 0.014 0.080
H 1.736864 -4.036603 -1.085275 -0.091 0.349 -0.035
H 2.840131 -0.660183 -0.369595 -0.238 -0.019 0.219
H 2.887272 0.270939 2.011623 0.025 0.152 -0.122
H 2.039320 -3.555601 3.563068 -0.014 -0.192 0.136
H 1.692537 -4.471046 1.259427 0.019 -0.080 -0.004
C -0.829610 2.644186 4.584293 0.029 0.001 0.052
C -0.854251 1.532662 3.587000 -0.246 -0.339 -0.019
C -1.084211 0.230947 4.014751 -0.201 -0.083 -0.578
C -1.037065 -0.825822 3.116315 -0.279 -0.049 0.186
C -1.183379 -2.241352 3.573584 0.134 0.005 -0.002
C -0.788335 -0.559429 1.780575 0.242 0.200 -0.706
C -0.572417 0.758385 1.289866 -0.518 -0.256 0.831
C -0.639442 1.788700 2.242548 0.142 -0.208 -0.364
N -0.364992 0.886666 -0.073129 0.730 0.544 -0.726
C 0.205853 2.089275 -0.685245 -0.080 -0.119 -0.211
C 1.500754 2.545532 0.009926 -0.151 0.115 -0.157
C 2.114142 3.726559 -0.741422 0.223 0.039 0.085
C 1.111655 4.876773 -0.805611 -0.032 -0.078 -0.009
C -0.142393 4.422882 -1.551013 -0.223 0.206 -0.019
C 0.224567 3.987752 -2.968449 -0.067 -0.090 0.133
C 1.225792 2.836729 -2.891762 0.197 -0.214 -0.309
C 2.484843 3.303808 -2.161174 -0.077 -0.048 0.076
C 0.584437 1.668955 -2.129637 -0.140 0.090 0.273
C -0.796539 3.255120 -0.806862 0.261 -0.091 -0.023
H -1.790841 2.744319 5.086257 -0.051 0.022 0.032
H -0.574048 3.590754 4.117304 -0.005 0.117 -0.002
H -0.081310 2.417932 5.340964 0.073 0.037 0.099
H -1.251686 0.029065 5.057165 0.013 -0.066 0.196
H -1.683668 -2.288494 4.534208 -0.107 -0.077 0.074
H -0.185139 -2.652743 3.711041 -0.021 -0.091 0.108
H -1.716291 -2.853695 2.843648 -0.089 -0.020 0.008
H -0.756566 -1.445470 1.081700 -0.776 0.279 1.671
H -0.522925 2.817709 1.949389 0.062 0.060 -0.115
H 2.203421 1.702971 0.031313 -0.007 0.011 0.032
H 1.298711 2.824788 1.040788 0.095 -0.031 0.049
H 3.012544 4.053230 -0.211765 -0.015 -0.009 -0.009
H 1.561752 5.726199 -1.320743 0.013 0.088 -0.001
H 0.848430 5.202800 0.200854 -0.004 0.062 0.101
H -0.851782 5.252773 -1.602271 -0.010 -0.020 0.005
H 0.659944 4.822218 -3.520353 0.028 0.006 -0.039
H -0.672281 3.668808 -3.502802 -0.072 0.015 -0.083
H 1.489702 2.513504 -3.905086 -0.042 -0.019 0.066
H 2.928656 4.146383 -2.693318 0.041 -0.001 -0.072
H 3.227885 2.503409 -2.135620 0.086 -0.055 -0.002
H 1.318701 0.821641 -2.077519 -0.071 0.202 -0.103
H -0.326532 1.330052 -2.652573 0.173 -0.068 0.051
H -1.678917 2.906460 -1.351893 -0.045 -0.030 -0.003
H -1.130038 3.580060 0.177026 -0.019 -0.012 0.042